82
Properties=species:S:1:pos:R:3:lowdin_spin:R:1 method="wB97M-V/def2-TZVPD" molar_mass_g_mol=624.493 lumo_ev="-2.409 / -5.178" multiplicity=2 orbital_gap_ev="7.76 / 4.99" e_homo_ev="-10.17 / -10.17" energy_ev=-53094.50739 total_charge=+1
Ag 14.46 -18.07 -18.99 0.01
C 15.06 -14.29 -16.12 0.00
C 14.40 -15.58 -16.49 0.09
C 12.88 -15.58 -16.13 0.09
O 14.52 -15.98 -17.79 0.76
H 16.15 -14.35 -16.29 0.00
H 15.07 -14.13 -15.04 0.00
H 14.75 -13.36 -16.59 0.00
H 14.74 -16.43 -15.88 0.03
H 12.33 -14.76 -16.59 0.00
H 12.79 -15.57 -15.05 0.01
H 12.45 -16.49 -16.56 0.00
C 16.45 -14.31 -12.01 0.00
C 16.29 -12.81 -11.75 0.00
C 14.98 -12.31 -12.34 0.00
C 13.68 -12.70 -11.62 0.00
C 13.81 -12.43 -10.12 0.00
C 15.11 -12.90 -9.49 0.00
N 16.22 -12.43 -10.33 0.00
O 17.45 -12.79 -9.69 0.00
C 15.25 -12.23 -8.12 0.00
C 15.09 -14.41 -9.24 0.00
C 17.42 -12.03 -12.39 0.00
H 16.96 -14.45 -12.97 0.00
H 15.50 -14.84 -12.03 0.00
H 17.13 -14.76 -11.28 0.00
H 14.91 -11.21 -12.29 0.00
H 14.91 -12.50 -13.41 0.00
H 13.46 -13.77 -11.80 0.00
H 12.84 -12.19 -12.09 0.00
H 12.95 -12.90 -9.63 0.00
H 13.73 -11.35 -9.99 0.00
H 16.22 -12.42 -7.68 0.00
H 15.17 -11.14 -8.21 0.00
H 14.42 -12.53 -7.48 0.00
H 14.81 -14.99 -10.12 0.00
H 16.06 -14.74 -8.87 0.00
H 14.38 -14.65 -8.45 0.00
H 18.41 -12.49 -12.28 0.00
H 17.49 -11.00 -12.03 0.00
H 17.31 -12.04 -13.48 0.00
H 18.02 -12.04 -9.87 0.00
C 16.56 -14.20 -20.40 0.00
O 17.33 -14.28 -21.32 0.00
N 15.19 -14.22 -20.57 0.00
N 16.94 -14.09 -19.07 0.00
H 14.91 -14.25 -21.54 0.00
H 14.51 -14.22 -19.84 0.00
H 16.39 -14.65 -18.44 0.00
H 17.93 -14.18 -18.95 0.00
C 12.59 -19.71 -16.29 0.00
O 12.98 -18.86 -17.09 0.00
N 11.61 -20.58 -16.64 0.00
N 13.15 -19.94 -15.06 0.00
H 11.34 -21.35 -16.07 0.00
H 11.15 -20.42 -17.52 0.00
H 12.52 -20.38 -14.41 0.00
H 13.81 -19.29 -14.69 0.00
C 11.02 -17.04 -19.71 0.00
O 12.03 -17.72 -19.55 0.00
N 10.50 -16.23 -18.74 0.00
N 10.25 -17.17 -20.83 0.00
H 9.57 -15.86 -18.81 0.00
H 10.99 -16.17 -17.87 0.00
H 9.45 -16.59 -20.99 0.00
H 10.63 -17.72 -21.58 0.00
C 11.44 -11.72 -17.19 0.00
O 10.53 -12.49 -16.97 0.00
N 11.38 -10.38 -16.93 0.00
N 12.63 -12.17 -17.68 0.00
H 12.07 -9.83 -17.42 0.00
H 10.53 -9.97 -16.60 0.00
H 12.71 -13.15 -17.87 0.00
H 13.40 -11.60 -17.98 0.00
C 16.60 -19.40 -16.67 0.00
O 16.00 -19.05 -17.68 0.00
N 17.49 -20.43 -16.65 0.00
N 16.47 -18.75 -15.48 0.00
H 17.48 -21.05 -17.45 0.00
H 17.69 -20.82 -15.75 0.00
H 15.82 -17.99 -15.44 0.00
H 17.14 -18.94 -14.76 0.00